The following is a DFT calculation (wB97M-V/def2-TZVPD) of C3H5MnO4 as an isolated structure.

```
! RIJCOSX wB97M-V def2-TZVPD def2/J DEFGRID3
* xyz 0 7
H -0.362 -0.926 0.246
C 0.095 -0.600 -0.948
C -0.768 0.519 -0.432
O -0.521 -1.623 -1.602
H 0.775 -0.126 -1.689
H -1.834 0.421 -0.668
H -0.524 1.459 -0.948
Mn -1.751 -2.097 -2.786
O -0.320 1.143 1.112
C 0.863 0.735 1.400
O 1.601 0.119 0.608
O 0.936 0.373 2.683
H 1.809 0.604 3.023
*
```

## Properties
LUMO energy (spin up / spin down)   0.005 / -0.014 Eh
HOMO level (spin up / spin down)   -7.24 / -8.74 eV
Kohn-Sham gap (spin up / spin down)   7.4 / 8.4 eV

The following is a DFT calculation (wB97M-V/def2-TZVPD) of a 2-piece molecular cluster, C3H8O2S overall.

```
! RIJCOSX wB97M-V def2-TZVPD def2/J DEFGRID3
* xyz -2 1
C -0.380 0.134 -0.026
O -1.230 1.253 0.272
C 1.134 0.547 -0.229
C 1.937 -0.676 -0.640
S 3.776 -0.368 -0.452
H -0.352 -0.436 0.908
H -0.695 -0.440 -0.913
H 1.435 0.934 0.785
H 1.113 1.290 -1.037
H 1.616 -0.939 -1.668
H 1.608 -1.520 -0.012
H -2.142 0.914 0.389
H -3.842 -0.329 1.787
O -3.978 -0.365 0.833
*
```

## Properties
LUMO energy   0.216 Eh
HOMO level   -0.13 eV
Kohn-Sham gap   6.0 eV

The following is a DFT calculation (wB97M-V/def2-TZVPD) of C16H9Co2N2O6 as an isolated structure.

```
! RIJCOSX wB97M-V def2-TZVPD def2/J DEFGRID3
* xyz -1 1
C 2.512 -0.818 0.507
C 1.214 -0.792 1.044
C 0.527 0.420 1.043
C 1.135 1.579 0.494
C 2.418 1.571 -0.022
C 3.104 0.347 -0.009
N 0.193 2.598 0.652
C -0.908 2.068 1.268
N -0.721 0.780 1.517
H 3.073 -1.752 0.489
H 0.711 -1.667 1.461
H 2.837 2.502 -0.409
H 4.115 0.289 -0.405
H 0.294 3.572 0.374
H -1.785 2.673 1.488
O -5.391 -3.332 1.223
C -5.583 -2.811 2.240
Co -5.772 -2.039 3.787
C -6.366 -0.423 3.479
O -6.778 0.639 3.256
C -6.938 -2.846 4.797
O -7.714 -3.393 5.463
C -4.023 -2.304 4.676
C -3.108 -1.392 4.072
C -2.449 -1.204 2.929
Co -3.706 -0.843 5.644
C -3.995 0.940 5.498
O -4.257 2.054 5.677
C -2.119 -0.952 6.501
O -1.166 -1.064 7.149
C -4.827 -1.240 6.947
O -5.565 -1.519 7.789
H -3.814 -3.353 4.930
H -1.821 -0.329 2.776
H -2.575 -1.878 2.072
*
```

## Properties
LUMO energy   0.088 Eh
HOMO level   -3.55 eV
Kohn-Sham gap   5.9 eV

The following is a DFT calculation (wB97M-V/def2-TZVPD) of one molecule with the formula C6H14N2O.

```
! RIJCOSX wB97M-V def2-TZVPD def2/J DEFGRID3
* xyz 0 1
C -2.166 0.433 0.456
C -1.859 -0.345 -0.817
N -0.491 -0.115 -1.286
C 0.586 -0.401 -0.349
C 0.579 -1.692 0.447
C 1.950 0.090 -0.789
C 1.137 0.870 0.262
N 1.560 0.853 1.618
O 0.524 2.044 -0.155
H -3.214 0.299 0.720
H -1.968 1.494 0.317
H -1.541 0.088 1.279
H -2.518 -0.006 -1.623
H -2.068 -1.413 -0.652
H -0.344 -0.636 -2.147
H 1.133 -1.550 1.370
H 1.053 -2.490 -0.124
H -0.433 -2.005 0.699
H 2.030 0.560 -1.759
H 2.810 -0.480 -0.474
H 0.878 1.327 2.204
H 2.446 1.338 1.715
H -0.081 1.736 -0.912
*
```

## Properties
LUMO energy   0.036 Eh
Structure (SMILES)   CCN[C@@]1(C)C[C@@]1(N)O
HOMO level   -8.60 eV
Kohn-Sham gap   9.6 eV

In kcal/mol, the energy above the lowest of the compared OMol25 structures with the same formula, charge and spin values for the records above are, in order, 130.8; 11.0; 8.6; 40.5.
In eV, the E values for the records above are, in order, -42695.2660; -18168.9805; -107254.9211; -11476.0156.